1.
A molecular structure, C36H33Cl2GdIN6O3. Source: OMol25; level of theory: ωB97M-V with the def2-TZVPD basis set.

```
82
Properties=species:S:1:pos:R:3
Gd -0.90386 -0.40222 -0.85964
N 0.32619 -0.54422 1.63455
C -0.07050 0.63082 2.42670
C -0.18652 1.90423 1.54934
O 0.15166 2.98897 2.03462
N -0.64420 1.63733 0.34027
C -0.71019 2.75890 -0.58941
C -0.53753 2.19971 -2.01297
O 0.26861 2.73669 -2.77654
O -1.22615 1.16771 -2.27852
H 0.18362 -1.37618 2.20681
H 1.33367 -0.48096 1.44906
H 0.63557 0.85102 3.24201
H -1.05192 0.43792 2.87090
H 0.06268 3.51672 -0.38401
H -1.68892 3.26547 -0.53320
I 3.50090 3.70281 -0.96148
C 2.83700 1.99380 -1.96562
C 3.22901 1.73592 -3.26303
C 2.76210 0.56823 -3.84628
C 1.93282 -0.26211 -3.11735
N 1.54186 -0.00408 -1.86717
C 1.99295 1.11605 -1.30979
H 3.85801 2.42086 -3.81176
H 3.02786 0.31933 -4.86188
H 1.55983 -1.18017 -3.54989
H 1.64743 1.34009 -0.30820
N -2.26344 -1.75757 0.36927
C -3.14283 -1.57607 1.24210
C -3.71204 -2.72360 2.01211
C -4.99796 -2.72839 2.54487
C -5.46843 -3.84112 3.22223
C -4.66662 -4.95985 3.38013
C -3.38611 -4.96437 2.85081
C -2.91924 -3.85919 2.16846
C -3.57967 -0.19539 1.62764
C -3.70958 0.79830 0.65389
C -3.94174 2.10977 1.03317
C -4.02845 2.45057 2.37467
C -3.90751 1.46976 3.34387
C -3.68623 0.15664 2.97118
H -5.64188 -1.86667 2.43160
H -6.47102 -3.83309 3.63092
H -5.04020 -5.83031 3.90332
H -2.75486 -5.83396 2.97293
H -1.92836 -3.85322 1.73881
H -3.67342 0.53361 -0.40668
H -4.04498 2.87673 0.27653
H -4.18457 3.47965 2.66465
H -3.97707 1.72724 4.39124
H -3.56868 -0.60678 3.72880
C -0.97537 -2.24983 -2.67019
C -2.09418 -1.59586 -3.31846
C -3.39697 -1.67929 -2.77086
C -4.46060 -1.03306 -3.35753
C -4.29192 -0.29054 -4.51941
C -3.02605 -0.20134 -5.08192
C -1.95483 -0.84870 -4.50845
H -0.15706 -2.45433 -3.36892
H -1.27554 -3.16769 -2.14765
H -3.56005 -2.27404 -1.87503
H -5.44303 -1.11104 -2.90825
H -5.13278 0.21598 -4.97133
H -2.87752 0.38409 -5.98065
H -0.97794 -0.76114 -4.96571
N 6.67810 -2.54430 -1.53870
C 6.08285 -1.80658 -0.88192
C 5.33606 -0.92988 -0.08814
C 5.92137 0.17305 0.56716
C 5.11667 0.97707 1.34469
C 3.76579 0.66685 1.46485
N 3.20569 -0.37627 0.84616
C 3.96019 -1.13768 0.08778
H 6.97950 0.36581 0.46291
H 5.51644 1.83627 1.86067
H 3.10413 1.27864 2.06170
H 3.46319 -1.96010 -0.40677
Cl 0.51917 -5.57699 -1.06675
C 1.59222 -4.18284 -1.09539
Cl 0.92291 -2.83590 -0.10699
H 1.67946 -3.83868 -2.12513
H 2.55165 -4.48972 -0.68011
```

For the LUMO energy (spin up / spin down), the calculation gives 0.0554 / 0.0554 hartree. Its charge is -1. Its largest force on an atom is 2.47 eV/Å. Its molar mass is 952.76 g/mol. Its orbital gap (spin up / spin down) is 5.252 / 5.369 eV. The energy above the lowest of the compared OMol25 structures with the same formula, charge and spin is 0.0 kcal per mole. The value obtained for the electronic energy is -3929.745471 hartree. Its spin multiplicity is 8.

Computed Mulliken charges, given in elementary charges: -0.34 0.11 -0.70 0.35 -0.85 0.69 -0.58 0.53 -0.70 -0.30 0.33 0.21 0.39 0.09 0.27 0.24 0.01 -1.06 -0.24 -1.11 -0.37 1.03 0.25 0.46 0.47 0.23 0.55 -0.17 -0.11 0.28 -0.11 -0.80 -0.39 -0.73 -0.29 0.66 -0.15 -0.76 -0.55 -0.74 -0.40 0.45 0.38 0.37 0.40 0.46 0.45 0.47 0.38 0.38 0.47 -0.92 0.04 -0.10 -0.59 -0.53 -0.65 -0.31 0.50 0.35 0.38 0.41 0.34 0.37 0.27 -0.55 -0.01 0.36 -0.29 -0.84 -0.35 -0.25 -0.31 0.50 0.47 0.37 0.36 -0.16 -0.53 0.13 0.22 0.40



2.
A molecular structure, C36H33Cl2N9O4RuS2. Source: OMol25; level of theory: ωB97M-V with the def2-TZVPD basis set.

```
87
Properties=species:S:1:pos:R:3
Ru 0.22493 0.66800 0.09910
O -1.02768 2.23672 -2.53275
S -2.01070 2.45378 -1.50505
O -2.33790 3.80868 -1.17244
N -1.55523 1.60096 -0.18831
C -2.27445 1.85814 1.00458
C -3.51695 2.43995 1.12558
C -4.10276 2.63301 2.39381
C -3.46979 2.26989 3.54849
C -2.19424 1.67102 3.46759
C -1.43084 1.28685 4.59366
C -0.19091 0.74043 4.42331
C 0.29491 0.54838 3.11981
N -0.40112 0.87161 2.05469
C -1.62504 1.45727 2.20087
C -3.51433 1.68677 -2.05278
C -4.18751 2.31606 -3.09323
C -5.32276 1.72245 -3.62273
C -5.78820 0.51958 -3.10681
C -5.12710 -0.08665 -2.04847
C -3.98429 0.49601 -1.51698
H -4.05704 2.78953 0.26055
H -5.07837 3.09833 2.43612
H -3.92092 2.43857 4.51696
H -1.83713 1.44402 5.58512
H 0.42212 0.45545 5.26596
H 1.27467 0.12175 2.93812
H -3.82206 3.25871 -3.47903
H -5.85055 2.20465 -4.43468
H -6.68066 0.06587 -3.51729
H -5.51077 -1.00599 -1.62352
H -3.48337 0.05026 -0.67042
Cl 6.24257 4.77379 -1.71240
C 5.10435 3.65547 -1.03406
C 5.53197 2.35988 -0.70749
C 4.65997 1.45451 -0.16682
Cl 5.25237 -0.13536 0.21826
C 3.28799 1.75758 0.07790
O 2.47996 0.90596 0.59321
C 2.90387 3.07950 -0.27373
C 1.57708 3.50663 0.02463
O 0.64473 2.77992 0.38466
C 3.80897 4.01702 -0.80606
H 6.56027 2.07449 -0.88302
H 1.36743 4.58291 -0.03654
H 3.46788 5.01851 -1.03723
C 0.92517 1.15551 -4.97911
N -0.01115 0.26204 -4.31552
C -1.23703 -0.14233 -4.81254
C -1.88930 -0.77185 -3.82810
N -1.05155 -0.75095 -2.70546
C 0.08475 -0.06683 -3.02115
S 1.34691 0.37522 -2.00548
C -1.33976 -1.46817 -1.52815
C -2.07307 -2.63947 -1.68029
C -2.53567 -3.30696 -0.56769
C -2.23657 -2.79182 0.68144
C -1.44437 -1.67167 0.74935
N -0.98881 -0.99769 -0.32356
H 0.63252 1.24434 -6.02128
H 1.93203 0.75073 -4.91592
H 0.89106 2.12835 -4.48959
H -1.53987 0.07669 -5.82047
H -2.88218 -1.18022 -3.79519
H -2.26354 -3.01931 -2.67248
H -3.11054 -4.21647 -0.67750
H -2.57232 -3.26439 1.59253
H -1.12857 -1.28855 1.70659
C 3.79585 -3.11892 4.01088
C 4.01374 -4.20067 2.95736
C 2.90928 -5.25056 3.00213
C 4.17805 -3.60835 1.55785
N 2.98399 -2.91037 1.08924
C 2.59301 -1.65763 1.30064
N 1.44393 -1.47382 0.69241
N 1.14832 -2.65459 0.09941
N 2.05606 -3.51836 0.33432
H 3.79856 -3.55439 5.00978
H 2.82675 -2.63015 3.87689
H 4.57531 -2.35468 3.97711
H 4.96954 -4.69142 3.16439
H 1.93116 -4.80012 2.81814
H 2.87647 -5.72425 3.98315
H 3.06228 -6.02894 2.25374
H 4.37644 -4.38573 0.82229
H 4.99527 -2.88735 1.53264
H 3.15447 -0.91674 1.83609
```

For the LUMO energy (spin up / spin down), the calculation gives -0.0973 / -0.1204 hartree. Its charge is +1. Its largest force on an atom is 0.53 eV/Å. Its molar mass is 891.83 g/mol. Its orbital gap (spin up / spin down) is 7.356 / 6.737 eV. The energy above the lowest of the compared OMol25 structures with the same formula, charge and spin is 13.4 kcal per mole. The value obtained for the electronic energy is -3996.917560 hartree. Its spin multiplicity is 2.

Computed Mulliken charges, given in elementary charges: 0.87 -0.35 0.41 -0.63 0.91 -0.04 -0.66 -1.19 -0.86 0.74 -0.91 -1.24 -0.11 1.08 -0.18 0.72 -0.94 -0.70 -0.58 -0.77 0.29 0.67 0.45 0.45 0.46 0.50 0.41 0.49 0.46 0.43 0.47 0.14 -0.22 0.14 -0.78 0.52 -0.19 -0.65 0.18 1.19 -0.46 -0.44 -1.14 0.49 0.40 0.46 -0.91 0.29 -0.86 -0.62 0.55 0.06 -0.30 -1.01 -0.50 -1.04 -0.98 -0.98 2.72 0.36 0.32 0.35 0.47 0.56 0.71 0.45 0.55 0.35 -1.24 0.74 -1.46 -1.24 1.03 -1.90 1.27 0.04 -1.18 0.43 0.15 0.36 0.34 0.24 0.44 0.37 0.41 0.32 1.04